80
Properties=species:S:1:pos:R:3:forces:R:3:mulliken_charge:R:1 method="wB97M-V/def2-TZVPD" charge=0 lumo_energy_ha=0.0045 homo_lumo_gap_ha=0.3244
O 3.717 -5.495 -0.586 -0.1 0.2 0.2 -0.4506
C 4.630 -4.665 -1.302 -0.3 -0.3 -0.3 -0.5181
C 3.951 -3.833 -2.400 0.6 0.2 -0.1 -0.5853
C 3.754 -2.341 -2.084 -0.6 -0.3 -0.1 -0.7896
C 2.370 -1.912 -1.516 0.1 0.1 0.6 -1.1500
C 1.505 -3.008 -0.957 0.0 0.1 0.1 0.8298
C 1.649 -3.388 0.404 0.1 0.3 -0.3 -0.3628
C 0.856 -4.342 0.951 0.0 -0.1 0.3 -0.9904
C -0.134 -4.978 0.175 0.0 -0.1 0.0 0.7016
N -0.923 -5.926 0.758 -0.1 0.1 -0.4 -0.6071
C -1.805 -6.475 -0.033 -0.1 0.0 0.0 -0.4848
C -1.949 -6.123 -1.400 0.1 -0.1 0.0 -0.1537
N -1.206 -5.224 -1.985 0.0 0.0 0.3 -0.6448
C -0.276 -4.621 -1.188 -0.2 -0.2 0.1 0.4061
C 0.556 -3.620 -1.723 0.1 0.1 -0.2 -0.3321
H 3.892 -6.413 -0.799 0.0 0.0 0.0 0.2954
H 5.143 -4.007 -0.598 0.0 0.0 0.1 0.2123
H 5.378 -5.305 -1.774 0.1 0.1 0.1 0.3875
H 4.625 -3.874 -3.261 -0.1 0.0 -0.1 0.4947
H 3.030 -4.325 -2.707 -0.1 0.0 0.0 0.2619
H 3.899 -1.792 -3.013 0.2 0.2 0.1 0.3523
H 4.523 -2.036 -1.376 0.1 0.1 -0.1 0.3555
H 2.547 -1.227 -0.684 0.0 0.2 -0.1 0.0430
H 1.790 -1.347 -2.245 0.1 -0.1 -0.2 0.4516
H 2.402 -2.880 0.993 0.0 0.0 0.1 0.5306
H 0.956 -4.638 1.986 0.0 0.0 0.0 0.4591
H -2.469 -7.227 0.383 0.1 0.0 0.1 0.3890
H -2.700 -6.630 -1.999 0.0 0.0 0.0 0.4474
H 0.422 -3.336 -2.760 -0.1 -0.1 0.0 0.4609
C -7.936 -1.364 0.879 0.0 0.0 0.0 -0.6820
O -7.088 -2.426 1.344 -0.1 -0.1 0.0 -0.3149
P -5.593 -2.424 0.823 0.0 0.0 0.1 1.0411
O -4.902 -1.138 0.819 0.0 0.0 -0.1 -0.6771
O -5.647 -3.065 -0.633 0.0 0.1 0.0 -0.2709
C -6.461 -4.218 -0.871 0.0 -0.1 0.0 -0.6973
O -5.011 -3.552 1.763 -0.1 0.0 0.1 -0.3388
C -3.598 -3.801 1.686 0.2 0.0 0.0 -0.6357
H -8.962 -1.706 0.989 0.0 0.0 0.0 0.2453
H -7.775 -0.474 1.483 0.0 0.0 0.0 0.2661
H -7.742 -1.131 -0.168 0.0 0.0 0.0 0.3306
H -7.459 -3.907 -1.179 0.0 0.0 0.0 0.2678
H -6.533 -4.846 0.017 0.0 0.0 0.0 0.3524
H -5.995 -4.782 -1.676 0.0 0.0 0.0 0.2594
H -3.043 -2.864 1.679 0.0 0.0 0.0 0.3760
H -3.367 -4.370 0.786 0.0 0.0 0.0 0.1591
H -3.315 -4.381 2.559 -0.1 0.0 0.0 0.3075
C -0.542 1.605 0.542 -0.1 0.0 0.0 -0.6797
O 0.617 2.428 0.771 0.1 0.1 -0.1 -0.1112
P 1.581 2.009 1.948 -0.1 -0.1 0.0 0.7879
O 1.928 0.593 2.038 0.0 0.0 0.2 -0.7009
O 0.900 2.560 3.271 0.0 -0.1 0.0 -0.3314
C 0.297 3.867 3.258 0.0 0.1 0.0 -0.4841
O 2.782 3.003 1.651 0.1 -0.1 0.0 -0.0059
C 3.969 2.854 2.441 0.0 0.0 0.0 -0.7979
H -1.261 2.217 0.006 0.0 0.0 0.0 0.2409
H -0.266 0.740 -0.058 0.0 0.0 0.0 0.1363
H -0.980 1.269 1.482 0.0 0.0 0.0 0.3787
H -0.752 3.779 2.981 0.0 0.0 0.0 0.2310
H 0.794 4.540 2.560 0.0 0.0 0.0 0.1669
H 0.374 4.265 4.266 0.0 0.0 0.0 0.2926
H 4.248 1.804 2.521 0.0 0.0 0.0 0.2984
H 3.813 3.273 3.436 0.0 0.0 0.0 0.3084
H 4.759 3.404 1.936 0.0 0.0 0.0 0.2260
C -0.501 8.609 -1.776 0.0 0.0 0.0 -0.6985
O 0.647 7.761 -1.930 0.0 0.0 0.0 -0.3222
P 1.206 7.068 -0.621 -0.1 -0.1 0.0 1.0792
O 0.221 6.489 0.289 0.1 0.0 0.1 -0.6419
O 2.084 8.180 0.109 -0.1 0.0 0.0 -0.2788
C 2.957 9.009 -0.666 0.1 0.0 0.0 -0.6825
O 2.239 6.078 -1.286 0.1 0.0 -0.1 -0.3625
C 2.876 5.144 -0.392 0.0 0.1 -0.1 -0.5623
H -0.515 9.282 -2.628 0.0 0.0 0.0 0.2421
H -1.406 8.005 -1.765 0.0 0.0 0.0 0.2644
H -0.444 9.191 -0.855 0.0 0.0 0.0 0.3361
H 2.427 9.907 -0.982 0.0 0.0 0.0 0.2542
H 3.336 8.483 -1.542 0.0 0.0 0.0 0.3402
H 3.790 9.290 -0.026 0.0 0.0 0.0 0.2552
H 2.141 4.703 0.269 0.0 0.0 0.0 0.2303
H 3.646 5.656 0.189 0.0 0.0 0.0 0.2825
H 3.331 4.368 -0.999 0.0 0.0 -0.1 0.3104